Record 1
# C39H36Cl2KN4O3Se2Si

A structure of composition C39H36Cl2KN4O3Se2Si (wB97M-V/def2-TZVPD, the OMol25 dataset).

Cartesian coordinates (Å):
K -0.564 -0.190 -1.407
Se 3.061 1.000 2.082
Se 2.679 -0.817 3.454
C 0.781 -0.642 3.762
C 0.320 -0.690 5.072
C -1.048 -0.589 5.280
C -1.885 -0.460 4.184
C -1.320 -0.421 2.916
N -0.004 -0.499 2.707
C 3.560 0.035 0.482
C 4.873 0.117 0.057
C 5.221 -0.561 -1.108
C 4.259 -1.287 -1.774
C 2.972 -1.322 -1.250
N 2.616 -0.662 -0.150
H 1.014 -0.798 5.895
H -1.449 -0.603 6.286
H -2.959 -0.386 4.302
H -1.937 -0.341 2.032
H 5.595 0.689 0.620
H 6.239 -0.521 -1.477
H 4.475 -1.797 -2.703
H 2.197 -1.889 -1.749
C -0.024 -3.130 0.177
Si -1.898 -2.883 0.220
C -2.487 -3.702 1.818
C -2.567 -3.908 -1.226
N -2.155 -1.226 0.069
C -3.306 -0.532 0.134
C -4.608 -1.091 0.239
C -5.744 -0.313 0.389
C -5.643 1.069 0.479
C -4.385 1.663 0.370
C -3.255 0.901 0.143
O -1.949 1.403 0.032
C -1.659 2.738 -0.066
C -2.411 3.663 -0.783
C -2.009 4.991 -0.820
C -0.844 5.402 -0.187
C -0.068 4.461 0.477
C -0.477 3.139 0.548
H 0.238 -4.154 0.469
H 0.485 -2.440 0.859
H 0.372 -2.972 -0.834
H -2.226 -4.765 1.848
H -3.571 -3.611 1.952
H -2.010 -3.211 2.676
H -2.258 -4.958 -1.167
H -2.187 -3.498 -2.169
H -3.662 -3.880 -1.279
H -4.688 -2.174 0.207
H -6.717 -0.789 0.448
H -6.520 1.685 0.630
H -4.305 2.735 0.487
H -3.286 3.343 -1.333
H -2.610 5.712 -1.361
H -0.532 6.438 -0.231
H 0.859 4.757 0.953
H 0.108 2.391 1.079
Cl 6.348 2.513 -2.128
C 5.626 1.776 -3.543
C 6.217 0.634 -4.045
C 5.673 0.023 -5.160
C 4.561 0.586 -5.759
C 3.983 1.736 -5.256
Cl 2.621 2.365 -6.128
C 4.480 2.371 -4.104
N 3.990 3.542 -3.549
C 2.615 3.967 -3.540
C 2.335 5.225 -4.060
C 1.032 5.686 -4.122
C 0.004 4.864 -3.680
C 0.290 3.630 -3.119
C 1.600 3.167 -3.006
C 1.893 1.835 -2.366
C 1.363 0.639 -3.247
O 2.220 -0.153 -3.684
O 0.111 0.579 -3.367
H 7.092 0.228 -3.554
H 6.107 -0.888 -5.552
H 4.117 0.130 -6.634
H 4.504 3.823 -2.733
H 3.157 5.824 -4.435
H 0.818 6.668 -4.528
H -1.028 5.189 -3.760
H -0.512 2.987 -2.785
H 1.378 1.754 -1.397
H 2.960 1.689 -2.214

ΔE to the lowest compared entry with this formula, charge and spin = 1.065 eV
net charge = -1
E_HOMO = -0.1516 hartree
2S+1 = 1
HOMO-LUMO gap = 6.1480 eV



Record 2
# C4H3N3O

The molecule C4H3N3O (wB97M-V/def2-TZVPD, the OMol25 dataset).

Cartesian coordinates (Å):
H -2.102 -2.040 0.021
N -2.009 -1.026 -0.103
C -0.835 -0.597 -0.041
N 0.320 -1.375 0.019
C 1.430 -0.735 0.110
N 1.721 0.640 -0.021
C 0.677 1.418 -0.129
C -0.727 0.871 0.002
O -1.677 1.628 0.173
H 2.393 -1.281 0.300
H 0.809 2.499 -0.331

ΔE to the lowest compared entry with this formula, charge and spin = 1.337 eV
net charge = 0
E_HOMO = -0.3684 hartree
2S+1 = 1
HOMO-LUMO gap = 7.9595 eV



Record 3
# B3BeH5NO5P

A structure of composition B3BeH5NO5P (wB97M-V/def2-TZVPD, the OMol25 dataset).

Cartesian coordinates (Å):
N 2.282 1.332 1.521
P 1.545 0.342 0.494
O 1.408 1.109 -1.018
O 2.433 -1.062 0.291
B -0.241 -0.176 0.970
O -1.294 0.799 1.058
B -2.033 0.541 -0.113
O -2.577 -0.748 -0.236
B -1.571 -1.737 0.117
O -0.657 -1.507 1.204
H 1.618 1.504 2.296
H 1.942 0.638 -1.681
H 2.658 -1.081 -0.655
H -2.129 1.384 -0.990
H -1.501 -2.743 -0.505
Be -1.881 1.406 -2.753

net charge = +2
E_HOMO = -0.6249 hartree
2S+1 = 1
HOMO-LUMO gap = 2.7821 eV



Record 4
# C36H27Br2F5IN8OS3Y

A structure of composition C36H27Br2F5IN8OS3Y (wB97M-V/def2-TZVPD, the OMol25 dataset).

Cartesian coordinates (Å):
Y -0.857 0.381 1.472
C 2.813 1.865 2.241
C 1.789 2.642 3.016
C 2.271 3.768 3.765
C 1.326 4.505 4.396
C -0.045 4.187 4.355
C -1.087 4.988 4.950
Br -0.731 6.563 5.949
C -2.401 4.688 4.652
C -2.791 3.550 3.951
Br -4.709 3.435 3.585
C -1.847 2.675 3.416
O -2.074 1.615 2.699
C -0.489 3.100 3.530
N 0.507 2.386 2.852
H 2.315 1.405 1.358
H 3.242 1.060 2.848
H 3.666 2.467 1.890
H 3.328 3.922 3.990
H 1.644 5.205 5.158
H -3.111 5.406 4.935
C -2.718 -0.987 4.645
C -2.909 -1.787 3.464
N -2.468 -1.525 2.265
C -2.630 -2.566 1.385
C -3.200 -3.694 1.925
S -3.561 -3.404 3.629
C -1.992 -2.486 0.102
C -1.678 -3.518 -0.739
S -1.146 -2.963 -2.260
C -1.288 -1.355 -1.700
N -1.701 -1.235 -0.443
C -0.928 -0.229 -2.547
H -2.552 0.023 4.332
H -1.868 -1.251 5.264
H -3.630 -1.063 5.301
H -3.398 -4.651 1.405
H -1.830 -4.575 -0.566
H -1.744 0.027 -3.293
H -0.143 -0.565 -3.279
H -0.535 0.593 -2.026
F -5.086 1.405 -4.412
C -4.154 1.602 -3.484
C -4.172 1.060 -2.204
F -5.160 0.196 -1.873
C -3.230 1.383 -1.256
F -3.312 0.828 -0.050
C -2.309 2.393 -1.488
S -1.020 2.635 -0.318
C -2.324 2.993 -2.756
F -1.405 3.932 -3.060
C -3.232 2.651 -3.719
F -3.297 3.304 -4.893
I 0.536 -2.790 3.407
C 0.644 -0.616 3.288
H 1.737 -0.531 3.259
H 0.339 -0.354 4.323
C 2.480 1.783 -1.388
C 2.183 0.387 -1.048
N 1.381 -0.093 -0.057
C 1.355 -1.451 -0.193
C 2.206 -1.870 -1.097
N 2.758 -0.671 -1.714
C 3.710 -0.753 -2.764
N 3.214 -1.527 -3.880
N 2.586 -1.025 -4.990
N 2.185 -1.972 -5.733
C 2.475 -3.151 -5.140
C 2.347 -4.484 -5.568
C 2.923 -5.459 -4.750
C 3.588 -5.188 -3.553
C 3.745 -3.856 -3.135
C 3.148 -2.871 -3.919
H 1.573 2.423 -1.257
H 2.712 1.864 -2.421
H 3.279 2.237 -0.773
H 0.737 -2.152 0.420
H 2.430 -2.889 -1.420
H 4.627 -1.225 -2.387
H 3.967 0.239 -3.162
H 1.822 -4.779 -6.447
H 2.919 -6.466 -5.129
H 3.994 -6.005 -2.948
H 4.259 -3.742 -2.182

ΔE to the lowest compared entry with this formula, charge and spin = 0.782 eV
net charge = 0
E_HOMO = -0.2763 hartree
2S+1 = 1
HOMO-LUMO gap = 7.2008 eV



Repeat the third record exactly.
# B3BeH5NO5P

A structure of composition B3BeH5NO5P (wB97M-V/def2-TZVPD, the OMol25 dataset).

Cartesian coordinates (Å):
N 2.282 1.332 1.521
P 1.545 0.342 0.494
O 1.408 1.109 -1.018
O 2.433 -1.062 0.291
B -0.241 -0.176 0.970
O -1.294 0.799 1.058
B -2.033 0.541 -0.113
O -2.577 -0.748 -0.236
B -1.571 -1.737 0.117
O -0.657 -1.507 1.204
H 1.618 1.504 2.296
H 1.942 0.638 -1.681
H 2.658 -1.081 -0.655
H -2.129 1.384 -0.990
H -1.501 -2.743 -0.505
Be -1.881 1.406 -2.753

net charge = +2
E_HOMO = -0.6249 hartree
2S+1 = 1
HOMO-LUMO gap = 2.7821 eV



Please write out number 4 again, unchanged.
# C36H27Br2F5IN8OS3Y

A structure of composition C36H27Br2F5IN8OS3Y (wB97M-V/def2-TZVPD, the OMol25 dataset).

Cartesian coordinates (Å):
Y -0.857 0.381 1.472
C 2.813 1.865 2.241
C 1.789 2.642 3.016
C 2.271 3.768 3.765
C 1.326 4.505 4.396
C -0.045 4.187 4.355
C -1.087 4.988 4.950
Br -0.731 6.563 5.949
C -2.401 4.688 4.652
C -2.791 3.550 3.951
Br -4.709 3.435 3.585
C -1.847 2.675 3.416
O -2.074 1.615 2.699
C -0.489 3.100 3.530
N 0.507 2.386 2.852
H 2.315 1.405 1.358
H 3.242 1.060 2.848
H 3.666 2.467 1.890
H 3.328 3.922 3.990
H 1.644 5.205 5.158
H -3.111 5.406 4.935
C -2.718 -0.987 4.645
C -2.909 -1.787 3.464
N -2.468 -1.525 2.265
C -2.630 -2.566 1.385
C -3.200 -3.694 1.925
S -3.561 -3.404 3.629
C -1.992 -2.486 0.102
C -1.678 -3.518 -0.739
S -1.146 -2.963 -2.260
C -1.288 -1.355 -1.700
N -1.701 -1.235 -0.443
C -0.928 -0.229 -2.547
H -2.552 0.023 4.332
H -1.868 -1.251 5.264
H -3.630 -1.063 5.301
H -3.398 -4.651 1.405
H -1.830 -4.575 -0.566
H -1.744 0.027 -3.293
H -0.143 -0.565 -3.279
H -0.535 0.593 -2.026
F -5.086 1.405 -4.412
C -4.154 1.602 -3.484
C -4.172 1.060 -2.204
F -5.160 0.196 -1.873
C -3.230 1.383 -1.256
F -3.312 0.828 -0.050
C -2.309 2.393 -1.488
S -1.020 2.635 -0.318
C -2.324 2.993 -2.756
F -1.405 3.932 -3.060
C -3.232 2.651 -3.719
F -3.297 3.304 -4.893
I 0.536 -2.790 3.407
C 0.644 -0.616 3.288
H 1.737 -0.531 3.259
H 0.339 -0.354 4.323
C 2.480 1.783 -1.388
C 2.183 0.387 -1.048
N 1.381 -0.093 -0.057
C 1.355 -1.451 -0.193
C 2.206 -1.870 -1.097
N 2.758 -0.671 -1.714
C 3.710 -0.753 -2.764
N 3.214 -1.527 -3.880
N 2.586 -1.025 -4.990
N 2.185 -1.972 -5.733
C 2.475 -3.151 -5.140
C 2.347 -4.484 -5.568
C 2.923 -5.459 -4.750
C 3.588 -5.188 -3.553
C 3.745 -3.856 -3.135
C 3.148 -2.871 -3.919
H 1.573 2.423 -1.257
H 2.712 1.864 -2.421
H 3.279 2.237 -0.773
H 0.737 -2.152 0.420
H 2.430 -2.889 -1.420
H 4.627 -1.225 -2.387
H 3.967 0.239 -3.162
H 1.822 -4.779 -6.447
H 2.919 -6.466 -5.129
H 3.994 -6.005 -2.948
H 4.259 -3.742 -2.182

ΔE to the lowest compared entry with this formula, charge and spin = 0.782 eV
net charge = 0
E_HOMO = -0.2763 hartree
2S+1 = 1
HOMO-LUMO gap = 7.2008 eV



Question: What is the formula in the fourth record?
Answer: C36H27Br2F5IN8OS3Y